(1)
Formula: C4H12N2S
Source: OMol25
Level of theory: wB97M-V/def2-TZVPD

The geometry in XYZ format:
```
19
Properties=species:S:1:pos:R:3
C -0.92990 0.14399 -0.60835
N 0.26695 -0.38942 0.06499
C 0.93238 -1.46275 -0.69874
C 2.07692 -1.99994 0.13056
S 1.00807 3.16517 0.95368
C -1.34676 1.54292 -0.08862
N -1.96937 1.38770 1.20436
H -0.75981 0.04043 -1.68668
H -1.81140 -0.45093 -0.34513
H 0.89988 0.40868 -0.03332
H 1.23963 -1.15802 -1.70998
H 0.19184 -2.26286 -0.80626
H 1.66915 -2.34171 1.07986
H 2.55817 -2.81976 -0.39753
H 2.81400 -1.21785 0.35105
H -0.42910 2.15798 0.10062
H -2.05697 1.94804 -0.80932
H -2.94678 1.59520 1.32362
H -1.40689 1.71313 1.97520
```

The orbital gap is 6.13 eV. As for the LUMO energy: -3.1 eV.

=====

(2)
Formula: C4H12N2S
Source: OMol25
Level of theory: wB97M-V/def2-TZVPD

The geometry in XYZ format:
```
19
Properties=species:S:1:pos:R:3
C 1.23242 -2.18265 1.21542
N 1.11168 -0.86292 0.61039
C 1.83576 -0.46035 -0.37763
N 1.82588 0.79426 -0.78689
H 0.25768 -2.68729 1.18042
H 1.51302 -2.00414 2.26308
H 1.98893 -2.78210 0.70480
H 2.46437 -1.23318 -0.89379
H 1.47490 1.42363 -0.07940
H 2.46724 1.19504 -1.47458
C -2.85347 0.97927 -0.62026
C -1.31185 1.15691 -0.38691
S -0.78166 1.27753 1.42679
H -3.41809 1.69188 -0.00478
H -3.23967 -0.03538 -0.44147
H -3.04051 1.27099 -1.67128
H -0.90503 2.07424 -0.88342
H -0.81430 0.30015 -0.85551
H 0.19271 0.08411 1.07504
```

The orbital gap is 8.29 eV. As for the LUMO energy: 0.7 eV. The structure (SMILES) is C/N=C/N.CCS.

=====

(3)
Formula: C4H12N2S
Source: OMol25
Level of theory: wB97M-V/def2-TZVPD

The geometry in XYZ format:
```
19
Properties=species:S:1:pos:R:3
C -0.91516 -1.46589 -0.22022
C -1.01231 -0.16064 -0.27230
C -2.12876 0.71578 0.21203
C -2.83907 1.62772 -0.85326
H -0.11986 -2.18205 -0.31886
H -1.79557 -2.03050 0.20409
H -0.20857 0.41461 -0.62525
H -1.86278 1.45572 1.02960
H -3.09674 0.30076 0.58081
H -3.57099 1.07336 -1.34915
H -3.21269 2.45493 -0.34305
H -2.00627 1.91763 -1.58199
N 2.75010 0.51150 -0.20906
S 2.32659 -0.95712 0.29953
N 3.65538 -1.60630 1.14057
H 3.31542 0.80906 -0.96771
H 2.86235 1.21951 0.50846
H 4.26703 -2.28349 0.61127
H 3.59189 -1.81457 2.15449
```

The orbital gap is 9.52 eV. As for the LUMO energy: 0.9 eV. The structure (SMILES) is C=CCC.NSN.

=====

(4)
Formula: C4H12N2S
Source: OMol25
Level of theory: wB97M-V/def2-TZVPD

The geometry in XYZ format:
```
19
Properties=species:S:1:pos:R:3
C -1.75576 1.62955 0.07406
C -1.90342 0.15294 0.40897
S -3.52778 -0.53813 -0.15695
N -0.74803 -0.70009 -0.44574
C 0.60653 -0.70142 -0.01730
C 1.72719 -0.41979 -0.63420
N 3.02122 -0.40989 0.08061
H -1.72491 1.91634 -0.90611
H -0.97130 2.13129 0.69589
H -2.71971 2.01922 0.39508
H -1.65822 -0.03458 1.52793
H -3.83621 -0.38629 1.15532
H -0.89988 -0.30527 -1.40390
H -1.37757 -1.64553 -0.35302
H 0.78392 -0.90526 1.00378
H 1.79528 -0.25106 -1.63511
H 3.63356 -0.73556 -0.73536
H 3.08875 -0.88895 1.05949
H 3.21949 0.58744 0.43676
```

The orbital gap is 9.14 eV. As for the net charge: +2. As for the LUMO energy: -8.0 eV. The structure (SMILES) is C[C@@H](S)[NH2+]/C=C/[NH3+].

=====

(5)
Formula: C4H12N2Si
Source: OMol25
Level of theory: wB97M-V/def2-TZVPD

The geometry in XYZ format:
```
19
Properties=species:S:1:pos:R:3
H -3.52844 -0.31050 -1.11428
N -2.98571 -0.24002 -0.32883
N -2.15028 0.78883 -0.48388
C -1.22588 0.86603 0.51081
Si 0.53819 -0.09541 0.02710
C 0.45322 -0.07946 -1.95004
C 1.98907 1.13089 0.77647
C 0.38792 -1.79348 0.94453
H -1.55291 0.55155 1.61078
H -0.85093 1.88242 0.67322
H 0.05424 -1.07339 -2.25261
H -0.27807 0.62534 -2.19567
H 1.41638 0.13870 -2.41830
H 1.63438 1.27560 1.77323
H 2.84072 0.50991 0.82055
H 2.05179 2.08743 0.34404
H 1.13523 -2.46261 0.58507
H 0.56174 -1.47871 1.93864
H -0.49068 -2.32315 0.73916
```

The orbital gap is 9.82 eV. As for the LUMO energy: 0.6 eV. The structure (SMILES) is [H]/N=N/C[Si](C)(C)C.

=====

(6)
Formula: C4H12N3
Source: OMol25
Level of theory: wB97M-V/def2-TZVPD

The geometry in XYZ format:
```
19
Properties=species:S:1:pos:R:3
N 0.62433 1.21842 0.78777
C -0.19325 2.00399 1.72402
N -1.10755 1.27297 2.58684
H 1.48202 0.96791 1.27128
H 0.14936 0.33483 0.62363
H 0.46690 2.58475 2.37068
H -0.77487 2.73358 1.15888
H -1.82659 0.81145 2.04103
H -0.60161 0.55188 3.09038
C -0.17390 -1.53477 -0.89355
C -1.50634 -1.53693 -0.75641
C 1.83920 -0.82491 -2.08319
N 0.47605 -0.96249 -1.95866
H 0.48704 -2.00776 -0.17716
H -2.13337 -1.08744 -1.51515
H -1.98536 -1.99863 0.09070
H 2.20685 -0.37544 -2.98689
H 2.45752 -1.20830 -1.29329
H -0.11717 -0.56566 -2.67207
```

As for the spin multiplicity: 2. The orbital gap (spin up / spin down) is 7.35 / 9.79 eV. As for the LUMO energy (spin up / spin down): 1.0 / 0.9 eV.

=====

(7)
Formula: C4H12N3
Source: OMol25
Level of theory: wB97M-V/def2-TZVPD

The geometry in XYZ format:
```
19
Properties=species:S:1:pos:R:3
C -2.33076 -0.91071 1.21857
C -1.95289 -0.68351 -0.21011
C -0.67834 0.23425 -0.18473
N 0.60901 -0.52524 0.15441
N 1.46603 0.48839 0.47587
C 2.29374 0.73861 -0.60781
N 3.13793 1.83144 -0.91785
H -3.11097 -1.57169 1.53645
H -1.47537 -1.25084 1.79332
H -2.66343 0.03307 1.67018
H -2.88017 -0.22726 -0.78256
H -1.79876 -1.65356 -0.76643
H -0.44461 0.78931 -1.08644
H -0.77370 1.06194 0.62574
H 0.37450 -1.16904 1.04355
H 0.86497 -1.18326 -0.72011
H 2.07940 0.09933 -1.44563
H 3.68321 1.67321 -1.72030
H 3.60019 2.22556 -0.07612
```

The orbital gap is 10.74 eV. As for the net charge: +1. As for the LUMO energy: -3.4 eV. The structure (SMILES) is CCC[NH2+]/N=C/N.

=====

(8)
Formula: C4H12N3
Source: OMol25
Level of theory: wB97M-V/def2-TZVPD

The geometry in XYZ format:
```
19
Properties=species:S:1:pos:R:3
N 2.94117 -0.06413 0.26174
C 1.67490 -0.69978 0.03676
C 0.64331 -0.00724 -0.43420
N 0.93577 1.46665 -0.48025
C -0.79065 -0.31281 -0.62441
C -1.64869 -0.31501 0.64894
N -3.04037 -0.23155 0.24250
H 3.54700 -0.28716 -0.52989
H 3.37925 -0.48133 1.08418
H 1.58076 -1.73519 0.34692
H 0.15732 1.96294 -0.02995
H 1.84554 1.68977 -0.05565
H 0.94132 1.80713 -1.43941
H -0.92893 -1.30321 -1.07028
H -1.30271 0.34331 -1.33470
H -1.45325 -1.21441 1.24571
H -1.40857 0.55454 1.26924
H -3.43883 -1.06625 -0.19915
H -3.63436 -0.10628 1.06191
```

The orbital gap is 9.57 eV. As for the net charge: +1. As for the LUMO energy: -3.3 eV. The structure (SMILES) is N/C=C(\[NH3+])CCN.

=====

(9)
Formula: C4H12N3
Source: OMol25
Level of theory: wB97M-V/def2-TZVPD

The geometry in XYZ format:
```
19
Properties=species:S:1:pos:R:3
C -1.15961 1.06751 -1.30866
C -0.82289 2.22995 -0.73687
N -1.70484 -0.00029 -0.44928
H -1.18713 0.82321 -2.38016
H -0.61528 3.13576 -1.34073
H -1.03531 2.39917 0.32966
H -0.91399 -0.71170 -0.18252
H -2.04240 0.42340 0.42354
H -2.44297 -0.55889 -0.94492
C 1.58274 -1.22988 -0.69192
N 0.60350 -1.21862 0.42643
C 0.96383 -0.42726 1.53810
N 0.37835 -0.53891 2.67320
H 1.25455 -1.96369 -1.40504
H 1.61708 -0.24862 -1.10174
H 2.61673 -1.49754 -0.39733
H 0.39380 -2.12296 0.82779
H 1.74392 0.33145 1.34772
H 0.76993 0.10790 3.37274
```

The orbital gap is 10.47 eV. As for the net charge: +1. As for the LUMO energy: -3.2 eV.

=====

(10)
Formula: C4H12N3
Source: OMol25
Level of theory: wB97M-V/def2-TZVPD

The geometry in XYZ format:
```
19
Properties=species:S:1:pos:R:3
C 0.96365 -0.91418 1.39562
C 1.02902 1.57908 1.33524
C -1.45051 1.20287 -0.19745
C -0.79700 -1.54652 -2.45250
N 2.04532 -0.88257 1.98552
N 0.48718 0.35927 0.94316
N -0.51505 0.19249 0.22038
H 0.32688 -1.66195 1.02280
H 1.91588 1.36964 1.93079
H 1.25130 2.14482 0.50446
H 0.21609 1.96250 1.92885
H -1.09795 2.08861 0.24638
H -1.36512 1.24140 -1.29135
H -2.56112 0.79563 0.06662
H -1.61896 -2.16568 -2.25633
H -1.05137 -0.55358 -2.70086
H -0.35025 -1.90091 -3.32008
H 2.53639 -1.70641 2.32759
H 0.03563 -1.60451 -1.68884
```

The orbital gap is 9.73 eV. As for the net charge: +1. As for the LUMO energy: -5.9 eV.

=====

Energy relative to the best compared isomer or geometry (same formula, charge and spin) / kJ/mol: 400.1, 94.4, 212.7, 306.4, 265.6, 59.1, 358.0, 179.7, 239.0, 477.4